Record 1
ORCA calculation (ωB97M-V with the def2-TZVPD basis set) on a structure of composition C23H22N5OSTc.

total charge	+2
highest occupied orbital energy (spin up / spin down)	-13.62 / -13.53	eV
ΔE to the lowest compared entry with this formula, charge and spin	4.670	eV
gap between HOMO and LUMO (spin up / spin down)	5.4553 / 5.1228	eV
maximum force	4.38	eV Å⁻¹

```
53
Properties=species:S:1:pos:R:3:mulliken_charge:R:1
Tc 0.566 0.522 -0.735 -0.369
C 2.057 -2.041 0.234 -1.168
N 0.804 -1.389 0.653 0.895
C -0.360 -2.280 0.467 -1.763
C -1.431 -1.572 -0.345 1.885
C -2.748 -1.780 -0.028 -0.820
C -4.084 -1.233 -0.349 -0.405
C -3.783 0.416 -2.399 0.033
C -2.530 1.048 -1.743 -0.961
N -0.878 -0.779 -1.322 -0.128
C 0.881 -0.854 2.023 -1.104
C 1.199 0.617 2.120 0.806
C 1.332 1.203 3.375 -1.094
C 1.593 2.558 3.466 -0.414
C 1.764 3.285 2.293 -0.902
C 1.622 2.635 1.085 -0.318
N 1.318 1.336 1.000 0.761
C 3.050 -1.101 -0.389 0.953
C 4.417 -1.324 -0.290 -1.039
C 5.295 -0.499 -0.974 -0.383
C 4.768 0.505 -1.772 -0.915
C 3.397 0.661 -1.824 0.098
N 2.545 -0.102 -1.127 0.400
H 1.822 -2.765 -0.558 0.522
H 2.513 -2.596 1.063 0.284
H -0.756 -2.612 1.430 0.418
H -0.067 -3.177 -0.088 0.367
H -2.870 -2.538 0.739 0.389
H -4.838 -1.957 -0.053 0.608
H -4.363 1.026 -3.088 0.620
H -2.135 1.936 -2.238 0.780
H 1.628 -1.408 2.611 0.445
H -0.080 -1.008 2.527 0.557
H 1.216 0.600 4.263 0.526
H 1.660 3.043 4.427 0.464
H 1.992 4.337 2.311 0.465
H 1.748 3.163 0.148 0.447
H 4.788 -2.148 0.301 0.458
H 6.361 -0.646 -0.902 0.458
H 5.402 1.156 -2.352 0.458
H 2.958 1.422 -2.453 0.348
O -1.230 1.569 0.105 -0.430
N -2.432 1.249 -0.319 0.261
C -3.412 1.033 0.494 -0.195
C -4.529 0.215 0.090 -0.490
C -4.641 -0.233 -1.337 -0.653
C -2.865 -0.673 -2.915 -1.251
C -1.854 -0.258 -2.138 0.344
S 0.538 1.845 -2.498 -0.193
H -3.268 1.308 1.530 0.470
H -5.413 0.276 0.707 0.541
H -5.639 -0.472 -1.683 0.495
H -3.031 -1.523 -3.545 0.438
```


Record 2
ORCA calculation (ωB97M-V with the def2-TZVPD basis set) on an isolated molecule of C23H22O8.

total charge	0
highest occupied orbital energy	-8.57	eV
ΔE to the lowest compared entry with this formula, charge and spin	0.065	eV
gap between HOMO and LUMO	8.6777	eV
maximum force	0.97	eV Å⁻¹
SMILES string	COC(=O)[C@@H](C)Oc1cc(O[C@H](C)C(=O)OC)c2c(-c3ccccc3)cc(=O)oc2c1

```
53
Properties=species:S:1:pos:R:3:mulliken_charge:R:1
C -3.957 -2.322 -0.989 -0.706
O -3.682 -1.110 -0.294 -0.116
C -4.558 -0.123 -0.436 0.199
O -5.522 -0.161 -1.152 -0.613
C -4.184 1.093 0.428 0.813
C -5.400 1.543 1.233 -1.605
O -3.137 0.747 1.316 -0.512
C -1.851 0.948 0.923 0.299
C -0.966 -0.111 1.136 -0.285
C 0.376 0.004 0.828 0.920
O 1.273 -0.995 1.010 -0.249
C 0.794 -2.317 1.143 0.638
C 2.012 -3.239 1.184 -1.616
C -0.083 -2.712 -0.049 0.285
O -0.964 -3.530 0.004 -0.658
O 0.292 -2.065 -1.144 -0.014
C -0.419 -2.330 -2.346 -0.920
C 0.870 1.219 0.294 -0.190
C 2.237 1.441 -0.098 0.331
C 3.242 0.358 -0.043 0.387
C 3.380 -0.505 -1.123 0.230
C 4.345 -1.495 -1.101 -0.967
C 5.181 -1.628 -0.004 -0.350
C 5.051 -0.764 1.069 -0.769
C 4.089 0.230 1.050 -0.084
C 2.598 2.661 -0.563 -0.174
C 1.662 3.754 -0.697 -0.112
O 1.923 4.864 -1.084 -0.642
O 0.355 3.479 -0.366 -0.515
C -0.035 2.279 0.110 -0.544
C -1.388 2.146 0.405 -0.768
H -4.933 -2.710 -0.691 0.337
H -3.964 -2.148 -2.067 0.325
H -3.166 -3.014 -0.707 0.165
H -3.878 1.891 -0.263 0.231
H -6.248 1.664 0.565 0.401
H -5.190 2.483 1.734 0.402
H -5.636 0.792 1.982 0.369
H -1.385 -1.018 1.540 0.382
H 0.207 -2.442 2.064 0.284
H 2.635 -2.974 2.034 0.421
H 1.689 -4.272 1.276 0.472
H 2.596 -3.112 0.276 0.270
H -1.238 -1.615 -2.447 0.297
H -0.818 -3.346 -2.334 0.369
H 0.288 -2.204 -3.164 0.252
H 2.725 -0.399 -1.974 0.481
H 4.449 -2.164 -1.943 0.377
H 5.934 -2.402 0.012 0.414
H 5.705 -0.861 1.924 0.404
H 3.987 0.908 1.885 0.468
H 3.612 2.867 -0.868 0.544
H -2.031 2.996 0.249 0.639
```